{
  "formula": "C45H77IN5O8PS6Si",
  "method": "the ωB97M-V functional and the def2-TZVPD basis",
  "molar_mass_da": 1194.504,
  "smiles": "CCP(C)c1c(CC(N)(N)N)c(CCCCCCCC[Si](C)(C)c2ccccc2)c(S)c2nc(I)c(S)nc12.O=S1(=O)CCCC1.O=S1(=O)CCCC1.O=S1(=O)CCCC1.O=S1(=O)CCCC1",
  "max_force_ev_per_a": 6.4,
  "lumo_ev": -0.895,
  "elements": ["I", "S", "S", "S", "S", "S", "S", "P", "Si", "O", "O", "O", "O", "O", "O", "O", "O", "N", "N", "N", "N", "N", "C", "C", "C", "C", "C", "C", "C", "C", "C", "C", "C", "C", "C", "C", "C", "C", "C", "C", "C", "C", "C", "C", "C", "C", "C", "C", "C", "C", "C", "C", "C", "C", "C", "C", "C", "C", "C", "C", "C", "C", "C", "C", "C", "C", "C", "H", "H", "H", "H", "H", "H", "H", "H", "H", "H", "H", "H", "H", "H", "H", "H", "H", "H", "H", "H", "H", "H", "H", "H", "H", "H", "H", "H", "H", "H", "H", "H", "H", "H", "H", "H", "H", "H", "H", "H", "H", "H", "H", "H", "H", "H", "H", "H", "H", "H", "H", "H", "H", "H", "H", "H", "H", "H", "H", "H", "H", "H", "H", "H", "H", "H", "H", "H", "H", "H", "H", "H", "H", "H", "H", "H", "H"],
  "positions_angstrom": [[4.5316, 6.7820, -0.9286], [-9.9740, 1.3683, 3.5983], [4.2309, 4.9128, 2.0042], [12.5955, -2.9008, 1.3824], [3.1530, 2.7583, -4.9408], [8.4027, 0.4896, 2.2921], [-3.5130, -2.7180, 1.7007], [2.5683, -0.3659, 1.1273], [-6.4863, 1.0545, -1.2743], [-2.2070, -3.3371, 1.7288], [-3.8548, -1.6849, 0.7476], [9.1865, 0.4480, 3.5073], [-9.4576, 0.1140, 3.0997], [11.7014, -4.0163, 1.1689], [-9.9506, 1.7074, 5.0032], [12.8834, -1.9337, 0.3472], [6.9675, 0.3168, 2.2939], [0.1143, -2.1957, 0.1050], [-0.5712, -1.2868, -2.0250], [3.3930, 2.6305, 0.6094], [0.1059, -3.5999, -1.8307], [3.6804, 4.0919, -2.2008], [-3.9131, -2.1548, 3.3511], [-4.7477, -4.0034, 1.6261], [-8.7589, -0.6887, -4.7203], [-7.5476, -0.1742, -2.2933], [12.0995, -2.0222, 2.8613], [-4.8288, 1.4071, -2.2313], [-8.0673, -1.5538, -1.7945], [2.1549, -0.3094, -4.6218], [-0.5001, 1.7379, -3.6089], [-5.0322, -4.3370, 3.0846], [1.9510, -1.9293, -1.7285], [-11.6320, 1.5949, 2.9639], [9.0991, 0.1207, -0.2023], [0.6072, -0.2702, -5.0409], [8.7953, 1.9826, 1.3873], [0.4153, -2.1939, -1.3478], [-9.2258, 2.6965, 2.6716], [-8.9121, -2.4776, -2.7473], [4.0545, 0.0033, 2.2380], [9.5633, 1.5374, 0.1413], [13.1861, -2.2924, 3.9035], [-2.2967, 2.3127, -1.8436], [-10.1496, 2.8890, 1.4764], [2.4930, 0.3838, -3.2259], [2.9583, 1.8842, -3.2950], [1.0260, 0.4565, 1.9353], [3.1361, 1.9787, -0.6429], [-11.5720, 2.8084, 2.0337], [-6.1230, 0.4761, 0.5236], [-9.2646, -2.0804, -4.2199], [-0.0662, 1.1832, -5.0543], [0.2471, -0.5438, 2.9379], [-5.1080, -2.9925, 3.8108], [2.7067, 0.4541, -0.5678], [-7.9251, 0.2060, -3.7781], [3.9228, 4.6655, -0.9231], [-7.3691, 2.7810, -1.0941], [3.8136, 3.9820, 0.4710], [14.1406, -3.5163, 2.0281], [3.2963, 2.7221, -1.9891], [-2.0913, 1.7952, -3.3648], [14.4927, -2.5472, 3.1493], [-3.8223, 2.2664, -1.3240], [2.3694, -0.3955, -1.8412], [9.1079, -0.6472, 1.1125], [5.0616, 0.0710, 1.6971], [12.0343, -0.9602, 2.6178], [-0.0444, 1.1840, -2.7228], [14.8660, -1.6075, 2.7292], [-9.3211, -3.5015, -2.4096], [0.4797, -3.7532, -2.7759], [9.4013, 2.2283, -0.6891], [-8.2085, 2.4261, 2.3893], [2.6632, -2.4039, -0.9508], [-0.9267, -1.8421, -2.8306], [-8.9742, -0.3065, -5.7799], [8.5180, -1.5630, 1.0787], [-9.8744, -2.7691, -4.9131], [-4.1741, 3.3594, -1.1971], [-1.7948, 3.3476, -1.7116], [-5.0021, 1.9431, -3.2260], [13.2785, -1.4573, 4.6014], [13.9627, -4.5210, 2.4179], [14.8886, -3.5474, 1.2363], [8.0835, 0.1535, -0.6105], [15.2657, -2.9552, 3.8038], [-4.3677, -4.8518, 1.0572], [-2.6562, 2.4434, -4.1267], [-9.9638, 3.8412, 0.9754], [-1.4214, -1.1734, -1.4344], [1.3721, 1.4261, 2.4370], [-4.2138, -4.9350, 3.4988], [-11.9131, 0.6897, 2.4229], [0.5428, 1.9766, -5.6353], [10.6372, 1.5268, 0.3546], [0.3053, 0.6447, 1.0522], [-4.3881, 0.3708, -2.4936], [-0.0745, -0.9559, -4.4379], [10.1284, -0.8682, 1.4319], [-7.8235, -1.9177, -0.7357], [2.4248, -1.4302, -4.4975], [-0.4726, -2.9910, 0.3892], [-7.5409, 1.1992, -4.1781], [-2.4594, 0.7003, -3.4332], [9.3959, 2.6396, 2.0173], [3.7921, 1.8498, -5.7782], [-7.1664, 3.4730, -1.9775], [-6.9736, 3.2757, -0.1339], [9.7468, -0.3490, -0.9453], [-4.1543, -1.0916, 3.3215], [-1.7099, 1.5588, -1.1879], [-0.9118, -3.7740, -1.7879], [-6.0397, -2.4847, 3.5408], [-8.4763, 2.5461, -0.9251], [-3.0403, -2.3207, 3.9853], [0.9139, -1.3518, 3.3970], [3.3987, 6.0182, 2.1096], [-0.1264, 2.8349, -3.5589], [12.9238, -3.1805, 4.4875], [-5.0153, 0.3540, 0.7671], [-6.6234, -0.5329, 0.7941], [2.1839, -2.4582, -2.7178], [-3.7832, 1.8387, -0.2493], [7.8570, 2.4749, 1.1248], [-5.6322, -3.5884, 1.1375], [2.7801, 0.0569, -5.5043], [-9.9922, 2.0868, 0.7482], [-0.2917, -1.2966, 0.3909], [4.0512, -0.7740, 3.0953], [-11.7932, 3.7186, 2.6007], [-9.2163, 3.5838, 3.3086], [-0.1503, 0.1026, 3.8062], [-6.5240, 1.2736, 1.2623], [-12.3147, 2.7308, 1.2365], [0.5592, -0.6585, -6.1327], [-1.0481, 1.0768, -5.6641], [-12.3179, 1.7586, 3.7957], [-5.9562, -4.9086, 3.1923], [-0.6745, -1.0391, 2.4697], [11.1264, -2.3884, 3.1905], [-5.1065, -3.1185, 4.8957], [3.8278, 1.0122, 2.7637]],
  "forces_ev_per_a": [[-0.5, -1.6, -0.2], [0.1, 0.2, 0.2], [-0.2, -0.7, -0.4], [0.0, -0.3, 0.1], [0.2, -0.7, 1.1], [0.3, -0.1, 0.0], [-0.3, 0.0, 0.0], [-0.2, -1.0, -0.2], [0.6, 1.0, -0.1], [-0.1, 0.2, -0.2], [0.6, -0.2, -0.1], [-0.4, -0.1, 0.0], [0.0, 0.1, 0.3], [0.1, 0.4, -0.3], [0.1, -0.4, -0.2], [-0.3, -0.2, 0.0], [0.6, 0.1, 0.3], [0.4, 0.2, -0.9], [-0.3, -0.3, -0.4], [0.8, 3.1, -3.6], [0.7, 0.5, 0.4], [-0.2, -1.7, 6.2], [-0.1, 0.2, 0.5], [-0.3, -0.4, 0.0], [0.9, -1.0, 3.3], [-2.7, -3.1, -2.8], [-0.2, 0.3, 0.5], [0.5, -0.3, 0.1], [-0.8, 0.9, -3.5], [-0.2, -1.3, 0.9], [-0.2, 1.4, -0.3], [0.1, -0.1, 0.2], [0.8, 0.8, 0.0], [-0.6, 0.1, -0.2], [-0.1, 0.0, -0.2], [-0.3, 0.6, -1.1], [0.1, 0.5, -0.3], [-1.6, -1.7, 0.2], [0.2, 0.3, -0.3], [0.7, 2.4, -1.6], [-0.6, 1.6, 1.0], [0.2, 0.0, -0.1], [0.1, 0.0, 0.2], [0.2, -1.0, -0.4], [-0.1, 0.0, -0.2], [0.9, 2.7, 1.1], [-0.3, -3.0, 2.0], [-0.2, -0.3, -0.5], [0.1, -0.4, -0.8], [-0.1, 0.2, -0.1], [-0.2, -0.5, 1.3], [2.2, 2.7, 2.6], [-0.9, -0.1, -0.2], [-0.1, 0.7, 0.8], [-0.3, 0.0, 0.1], [-0.1, 0.9, -2.9], [-1.0, -2.8, 1.0], [-0.4, -1.5, -0.8], [-0.2, -0.2, 0.6], [-1.5, -1.4, -2.2], [0.5, -0.1, 0.2], [-0.8, -1.8, -1.5], [0.9, -0.5, 0.9], [0.1, 0.1, 0.0], [0.4, 0.5, 0.5], [1.1, 4.1, 1.0], [0.1, -0.3, -0.4], [-1.8, -0.3, 0.9], [0.0, -0.1, 0.0], [-0.5, 0.6, -1.4], [0.0, -0.1, 0.0], [0.9, 1.9, -0.3], [-0.5, 0.1, 0.6], [0.0, 0.0, 0.1], [-0.1, -0.1, 0.2], [-1.5, 0.7, -1.0], [0.4, 0.9, 0.6], [0.3, -0.8, 1.8], [0.0, 0.1, 0.2], [1.1, 1.2, 1.4], [0.2, -1.7, -0.4], [-1.0, -1.6, -0.2], [0.1, -0.7, 1.3], [-0.1, -0.1, -0.1], [-0.1, 0.1, -0.1], [-0.2, 0.0, -0.1], [0.1, -0.1, 0.0], [-0.1, 0.0, -0.1], [0.1, 0.2, -0.1], [0.9, -0.9, 1.0], [0.0, -0.1, 0.0], [1.0, -0.2, -0.3], [-0.8, -1.3, -0.7], [-0.1, 0.0, -0.1], [0.1, 0.0, 0.1], [-0.7, -1.5, 1.1], [-0.1, 0.0, 0.0], [1.3, 0.2, 1.4], [-0.5, 1.6, 0.5], [1.3, 1.0, -0.6], [-0.1, 0.1, 0.0], [-0.5, 0.6, -1.8], [-0.3, 1.8, -0.3], [0.3, 0.7, -0.3], [-0.6, -1.5, 0.6], [0.4, 1.8, 0.0], [-0.2, -0.1, 0.1], [-0.5, 0.4, 1.2], [-0.6, -0.9, 1.2], [-0.5, -0.6, -1.4], [-0.1, 0.0, 0.1], [0.2, -0.1, -0.1], [-0.7, 1.3, -1.1], [0.9, 0.2, -0.2], [0.1, 0.0, 0.0], [1.4, 0.7, -0.5], [0.0, 0.0, -0.2], [-0.9, 1.1, -0.8], [0.3, -1.0, -0.8], [-0.5, -1.7, 0.1], [0.0, 0.1, -0.1], [-1.5, 0.1, -0.6], [0.7, 1.7, -0.4], [-0.4, 0.9, 1.2], [-0.2, 0.6, -1.7], [0.0, -0.1, 0.1], [0.1, 0.0, 0.0], [-0.8, -0.3, 1.5], [0.0, 0.1, 0.1], [0.2, -0.8, -0.1], [0.2, 1.0, -1.7], [0.0, -0.1, 0.0], [0.0, -0.1, 0.0], [0.6, -1.0, -1.2], [0.5, -1.3, -1.2], [0.1, 0.0, 0.1], [0.2, 0.5, 1.7], [1.5, 0.1, 0.9], [0.2, -0.2, 0.0], [0.1, 0.0, 0.0], [1.5, 0.6, 0.5], [0.0, 0.1, -0.2], [0.0, 0.0, -0.1], [0.8, -1.4, -0.9]]
}